Computed, not measured: a 8-piece molecular cluster, C54H120F4N8O8S4 overall at a distorted geometry, with wB97M-V/def2-TZVPD.

```
! wB97M-V def2-TZVPD RIJCOSX def2/J DEFGRID3
* xyz 4 1
C -3.124 -1.949 -1.448
C -4.131 -2.239 -2.574
C -4.928 -1.018 -2.997
N -5.827 -1.258 -4.191
C -5.042 -1.595 -5.432
C -5.826 -1.492 -6.730
C -6.553 -0.169 -6.905
C -7.398 0.073 -5.671
C -6.503 0.082 -4.458
C -6.860 -2.281 -3.875
H -2.781 -2.883 -1.010
H -3.536 -1.299 -0.672
H -2.246 -1.420 -1.827
H -4.789 -3.034 -2.218
H -3.584 -2.667 -3.417
H -4.252 -0.203 -3.254
H -5.595 -0.718 -2.190
H -4.171 -0.935 -5.422
H -4.655 -2.609 -5.333
H -5.078 -1.542 -7.529
H -6.428 -2.386 -6.899
H -5.818 0.644 -7.011
H -7.082 -0.022 -7.847
H -7.937 1.023 -5.692
H -8.198 -0.667 -5.618
H -5.665 0.768 -4.595
H -7.040 0.422 -3.573
H -6.372 -3.247 -3.783
H -7.563 -2.329 -4.696
H -7.369 -1.999 -2.958
C -5.696 7.923 3.590
C -4.782 6.811 3.100
C -4.945 5.580 3.968
N -4.100 4.372 3.605
C -2.621 4.745 3.557
C -1.754 3.505 3.405
C -2.006 2.639 4.620
C -3.429 2.101 4.574
C -4.399 3.257 4.595
C -4.530 3.904 2.257
H -6.750 7.647 3.641
H -5.604 8.822 2.984
H -5.430 8.251 4.600
H -3.759 7.184 3.089
H -5.092 6.547 2.087
H -5.974 5.227 3.878
H -4.750 5.815 5.016
H -2.482 5.214 4.533
H -2.450 5.460 2.759
H -0.697 3.752 3.335
H -2.005 3.010 2.467
H -1.820 3.161 5.563
H -1.327 1.781 4.640
H -3.563 1.467 5.449
H -3.521 1.442 3.706
H -4.430 3.737 5.577
H -5.446 2.987 4.445
H -4.328 4.661 1.505
H -5.587 3.655 2.263
H -3.946 3.035 1.968
C 1.560 -4.959 5.358
C 0.762 -3.848 4.675
C -0.588 -3.717 5.336
N -1.517 -2.676 4.727
C -1.811 -2.948 3.296
C -2.782 -1.935 2.739
C -4.034 -1.739 3.596
C -3.813 -1.646 5.117
C -2.817 -2.718 5.521
C -0.873 -1.352 4.893
H 1.777 -4.684 6.392
H 2.511 -5.095 4.848
H 1.019 -5.905 5.351
H 0.637 -4.069 3.616
H 1.366 -2.945 4.756
H -0.476 -3.450 6.387
H -1.162 -4.644 5.274
H -2.103 -3.992 3.185
H -0.871 -2.826 2.755
H -3.122 -2.279 1.760
H -2.291 -0.992 2.499
H -4.639 -2.639 3.435
H -4.672 -0.919 3.263
H -4.759 -1.916 5.583
H -3.466 -0.660 5.408
H -3.253 -3.706 5.378
H -2.438 -2.607 6.537
H -1.561 -0.565 4.608
H 0.020 -1.309 4.277
H -0.590 -1.253 5.940
C 0.572 -1.953 -3.183
C 0.763 -1.724 -4.682
C 0.838 -3.063 -5.398
N 0.772 -3.047 -6.910
C 0.903 -4.462 -7.409
C 2.290 -5.044 -7.177
C 3.368 -4.122 -7.690
C 3.251 -2.663 -7.212
C 1.845 -2.182 -7.521
C -0.509 -2.499 -7.394
H -0.250 -2.643 -3.012
H 0.386 -0.985 -2.709
H 1.503 -2.276 -2.716
H 1.683 -1.158 -4.866
H -0.024 -1.068 -5.068
H 0.016 -3.716 -5.099
H 1.778 -3.554 -5.164
H 0.116 -5.074 -6.972
H 0.735 -4.409 -8.488
H 2.396 -5.288 -6.116
H 2.375 -5.999 -7.695
H 4.371 -4.503 -7.504
H 3.279 -4.113 -8.785
H 3.470 -2.594 -6.147
H 3.960 -2.137 -7.848
H 1.670 -1.197 -7.086
H 1.718 -2.102 -8.599
H -0.533 -2.640 -8.474
H -0.646 -1.454 -7.149
H -1.337 -3.118 -7.042
C 3.590 5.044 6.946
C 3.446 3.637 6.340
C 3.949 3.640 4.921
N 3.331 2.588 4.000
C 3.700 1.182 4.437
C 5.175 0.893 4.282
C 5.637 1.117 2.857
C 5.310 2.521 2.402
C 3.840 2.845 2.577
C 1.855 2.715 3.961
H 2.871 5.724 6.489
H 4.596 5.415 6.740
H 3.452 5.033 8.023
H 2.406 3.334 6.444
H 4.040 2.943 6.938
H 5.020 3.492 4.884
H 3.705 4.580 4.419
H 3.393 1.098 5.482
H 2.998 0.548 3.890
H 5.714 1.546 4.976
H 5.360 -0.124 4.627
H 6.694 0.890 2.716
H 5.130 0.353 2.262
H 5.903 3.231 2.988
H 5.623 2.670 1.368
H 3.565 3.866 2.323
H 3.261 2.130 1.990
H 1.529 3.720 3.704
H 1.465 2.411 4.927
H 1.461 2.039 3.202
C 2.160 4.646 -0.922
C 3.018 3.387 -0.777
C 3.111 2.668 -2.127
N 4.171 1.609 -2.255
C 4.113 0.756 -1.023
C 5.091 -0.403 -1.055
C 4.823 -1.309 -2.236
C 4.836 -0.481 -3.513
C 3.935 0.745 -3.470
C 5.509 2.264 -2.416
H 2.391 5.246 -1.802
H 2.303 5.307 -0.068
H 1.113 4.348 -0.990
H 2.543 2.682 -0.095
H 3.973 3.642 -0.312
H 3.329 3.440 -2.869
H 2.169 2.188 -2.391
H 3.108 0.333 -0.973
H 4.301 1.331 -0.121
H 5.098 -0.969 -0.120
H 6.128 -0.038 -1.007
H 3.870 -1.826 -2.087
H 5.557 -2.107 -2.335
H 4.497 -1.024 -4.404
H 5.861 -0.237 -3.804
H 2.881 0.461 -3.466
H 4.113 1.391 -4.331
H 5.447 2.864 -3.319
H 6.279 1.508 -2.469
H 5.683 2.892 -1.546
N 1.759 0.358 1.366
S 0.224 0.511 0.928
O -0.589 0.502 2.111
O -0.246 -0.208 -0.208
F 0.198 2.041 0.519
S 2.032 -1.207 1.233
O 2.219 -1.686 -0.083
O 1.374 -2.015 2.203
F 3.526 -1.110 1.794
N 3.664 -6.151 -0.454
S 3.309 -4.622 -0.627
O 2.416 -4.248 -1.673
O 4.410 -3.736 -0.393
F 2.415 -4.419 0.678
S 4.930 -6.365 -1.429
O 6.199 -6.013 -0.904
O 4.611 -6.051 -2.791
F 4.922 -7.945 -1.428
*
```

Properties
HOMO level, eV: -13.964
ΔE to the lowest compared entry with this formula, charge and spin, eV: 0.000
Electronic energy, a.u.: -5160.48530
Lowest unoccupied orbital energy, eV: -7.40
Gap between HOMO and LUMO, eV: 6.568

Computed, not measured: a 9-piece molecular cluster, C54H135N9O18 overall at a distorted geometry, with wB97M-V/def2-TZVPD.

```
! wB97M-V def2-TZVPD RIJCOSX def2/J DEFGRID3
* xyz -1 2
C -5.718 4.019 -0.851
O -5.207 3.925 -2.132
C -5.575 2.790 -3.016
C -5.128 3.183 -4.399
N -3.707 3.430 -4.612
C -2.721 2.475 -4.310
C -1.269 2.948 -4.490
O -0.188 2.097 -4.189
C 0.006 0.812 -4.921
H -5.376 4.998 -0.513
H -5.383 3.204 -0.209
H -6.796 4.158 -0.930
H -6.651 2.625 -2.966
H -4.984 1.914 -2.751
H -5.625 4.134 -4.589
H -5.476 2.425 -5.100
H -3.444 4.293 -4.158
H -2.874 1.455 -4.663
H -2.855 2.229 -3.257
H -1.022 3.772 -3.821
H -1.280 3.038 -5.576
H -0.775 0.055 -4.850
H 0.854 0.408 -4.369
H 0.328 0.932 -5.955
C 2.282 -1.914 -2.952
O 1.013 -1.814 -2.327
C 1.068 -1.854 -0.887
C 1.577 -0.616 -0.188
N 0.532 0.447 0.038
C 0.065 1.079 -1.181
C -1.178 1.921 -0.934
O -1.401 2.619 0.362
C -0.445 3.440 0.736
H 2.068 -1.764 -4.010
H 2.905 -2.797 -2.809
H 2.860 -1.118 -2.484
H 1.594 -2.752 -0.563
H 0.023 -1.956 -0.592
H 2.554 -0.243 -0.499
H 1.764 -0.936 0.837
H -0.256 0.082 0.555
H -0.274 0.313 -1.879
H 0.744 1.594 -1.861
H -2.102 1.373 -1.117
H -1.346 2.645 -1.732
H -0.489 4.412 0.244
H 0.494 2.890 0.672
H -0.536 3.796 1.762
C 7.335 0.645 -0.815
O 7.092 -0.772 -0.672
C 6.583 -1.435 -1.832
C 6.563 -2.969 -1.482
N 5.305 -3.313 -0.784
C 5.100 -4.689 -0.443
C 5.684 -5.048 0.957
O 5.277 -4.170 1.958
C 3.914 -3.968 2.403
H 7.274 1.056 0.193
H 6.518 1.197 -1.279
H 8.269 0.976 -1.268
H 7.402 -1.372 -2.549
H 5.615 -1.127 -2.227
H 7.360 -3.282 -0.808
H 6.725 -3.600 -2.355
H 5.349 -2.980 0.168
H 5.411 -5.320 -1.276
H 4.038 -4.921 -0.517
H 6.767 -5.157 0.911
H 5.236 -6.041 0.988
H 3.312 -3.406 1.689
H 3.909 -3.480 3.378
H 3.500 -4.961 2.577
C 1.625 7.261 2.575
O 0.657 7.558 3.529
C 0.337 6.368 4.374
C -0.880 6.568 5.299
N -0.800 7.632 6.324
C -0.384 9.021 6.095
C -1.617 9.943 5.888
O -2.558 9.655 6.938
C -3.700 10.505 6.993
H 1.297 7.737 1.651
H 1.795 6.200 2.397
H 2.650 7.578 2.767
H 1.139 6.092 5.059
H 0.463 5.392 3.906
H -1.041 5.580 5.729
H -1.758 6.896 4.742
H -1.358 7.454 7.146
H 0.396 9.166 5.347
H 0.078 9.391 7.011
H -2.138 10.022 4.934
H -1.192 10.937 6.028
H -3.427 11.201 7.786
H -4.519 9.811 7.183
H -4.081 11.059 6.135
C 3.715 4.691 0.849
O 4.116 4.804 2.176
C 3.620 3.776 3.059
C 3.777 2.285 2.470
N 3.501 1.145 3.228
C 2.103 1.234 3.899
C 1.951 0.288 5.107
O 1.962 -0.994 4.503
C 1.681 -2.062 5.355
H 2.661 4.451 0.707
H 4.195 3.812 0.419
H 3.721 5.610 0.264
H 2.556 3.938 3.233
H 4.066 3.858 4.050
H 4.801 2.186 2.108
H 3.078 2.367 1.637
H 3.566 0.288 2.697
H 1.285 1.156 3.182
H 2.036 2.155 4.477
H 0.965 0.430 5.548
H 2.694 0.619 5.832
H 1.959 -3.035 4.951
H 0.634 -2.177 5.635
H 2.278 -2.044 6.267
C 0.016 -11.234 -8.666
O 1.124 -10.302 -8.685
C 0.788 -9.436 -7.602
C 2.064 -8.754 -7.065
N 1.639 -7.776 -6.026
C 2.915 -7.356 -5.391
C 2.855 -5.839 -4.952
O 2.980 -5.113 -6.103
C 2.802 -3.695 -6.252
H -0.131 -11.848 -9.555
H -0.955 -10.868 -8.331
H 0.404 -11.939 -7.932
H 0.165 -9.783 -6.778
H 0.112 -8.689 -8.018
H 2.676 -8.248 -7.811
H 2.732 -9.581 -6.824
H 1.385 -6.929 -6.515
H 3.753 -7.363 -6.088
H 3.113 -8.171 -4.696
H 3.624 -5.393 -4.322
H 1.909 -5.745 -4.418
H 3.615 -3.301 -5.643
H 1.885 -3.200 -5.935
H 3.070 -3.309 -7.236
C -3.476 2.236 4.690
O -2.678 1.039 4.694
C -2.153 0.603 3.400
C -1.743 -0.919 3.572
N -0.856 -1.402 2.450
C -1.121 -2.780 1.905
C -0.881 -3.911 2.920
O 0.487 -4.196 3.314
C 0.707 -5.498 3.844
H -2.853 3.034 4.287
H -3.741 2.461 5.724
H -4.419 2.178 4.146
H -1.257 1.211 3.278
H -2.674 0.777 2.459
H -2.692 -1.452 3.632
H -1.251 -1.102 4.527
H 0.109 -1.338 2.739
H -0.413 -2.883 1.082
H -2.055 -2.811 1.343
H -1.217 -4.712 2.261
H -1.559 -3.675 3.740
H 0.731 -6.275 3.079
H -0.164 -5.734 4.454
H 1.604 -5.611 4.453
C -2.828 6.352 1.645
O -3.828 7.035 2.443
C -3.506 8.265 2.931
C -4.764 9.141 3.041
N -5.382 9.138 1.705
C -6.714 9.806 1.617
C -7.669 9.529 2.640
O -8.216 8.201 2.234
C -9.549 7.914 2.535
H -2.771 6.711 0.617
H -3.012 5.281 1.724
H -1.817 6.378 2.053
H -2.908 8.832 2.218
H -3.011 8.262 3.902
H -4.358 10.107 3.342
H -5.449 8.888 3.851
H -5.232 8.273 1.205
H -7.139 9.569 0.642
H -6.542 10.882 1.624
H -8.379 10.338 2.811
H -7.241 9.429 3.638
H -10.189 8.148 1.684
H -9.772 8.544 3.396
H -9.596 6.847 2.750
C -0.396 -5.017 -2.198
O 0.456 -6.180 -2.029
C -0.160 -7.339 -2.625
C 0.749 -8.583 -2.442
N 0.752 -9.600 -3.499
C -0.426 -10.468 -3.738
C 0.097 -11.810 -4.309
O 0.766 -12.811 -3.409
C 2.048 -12.479 -3.078
H -0.497 -4.675 -3.228
H -0.204 -4.043 -1.748
H -1.427 -5.152 -1.872
H -0.197 -7.218 -3.708
H -1.245 -7.325 -2.517
H 0.400 -8.997 -1.496
H 1.770 -8.256 -2.245
H 1.191 -9.262 -4.344
H -0.968 -9.842 -4.447
H -1.031 -10.710 -2.863
H 0.589 -11.547 -5.246
H -0.841 -12.290 -4.587
H 2.423 -13.455 -2.769
H 2.162 -11.891 -2.167
H 2.791 -12.128 -3.795
*
```

Properties
HOMO level (alpha / beta), eV: 0.650 / -6.404
⟨S²⟩: 0.750
ΔE to the lowest compared entry with this formula, charge and spin, eV: 8.073
Electronic energy, a.u.: -3984.69320
Lowest unoccupied orbital energy (alpha / beta), eV: 1.85 / 1.84
Gap between HOMO and LUMO (alpha / beta), eV: 1.196 / 8.241